Formula: C36H48N6O2STl
Source: the OMol25 dataset
Level of theory: ωB97M-V/def2-TZVPD

As for the total charge: +3. As for the LUMO energy: -8.52 eV. As for the energy above the lowest of the compared OMol25 structures with the same formula, charge and spin: 0.000 eV. Its gap between HOMO and LUMO is 6.15 eV.

Each line ends with the Mulliken charge.
Geometry (Å):
Tl (-0.63919, -1.18289, 1.65694)  2.068
C (-5.08554, 2.80878, -2.45872)  -1.638
C (-4.06571, 1.81265, -1.98080)  -0.174
C (-3.48415, 0.82298, -2.77258)  -0.695
C (-2.43695, 0.02415, -2.29524)  0.152
C (-1.93045, -0.94005, -3.22629)  -0.461
N (-1.06379, -1.83386, -2.90676)  0.449
C (-0.42864, -2.79857, -3.80985)  -0.899
C (1.07882, -2.94761, -3.49041)  0.034
C (1.48605, -4.40761, -3.33824)  -1.085
N (1.05621, -4.98235, -2.07807)  -0.010
C (1.35572, -4.61655, -0.86259)  -0.311
C (2.27929, -3.66469, -0.41789)  -0.400
C (3.61617, -3.62975, -0.85830)  -0.065
C (4.56925, -2.77295, -0.25706)  -0.008
C (6.02882, -2.81882, -0.67339)  -1.486
C (4.12193, -1.91113, 0.76715)  -0.963
C (2.79280, -1.92702, 1.23653)  0.598
C (2.47977, -0.93511, 2.29791)  -0.153
N (1.32578, -0.54073, 2.68367)  -0.060
C (1.25293, 0.45506, 3.75452)  -1.255
C (0.44502, 1.71954, 3.37314)  0.155
C (-1.05165, 1.47647, 3.32420)  -0.922
N (-1.49548, 0.76185, 2.09043)  0.076
C (-2.12356, 1.44439, 1.19380)  -0.534
C (-2.66348, 1.02563, -0.08538)  1.394
C (-3.52245, 1.91523, -0.70299)  -0.950
C (-2.00704, 0.08017, -0.92064)  0.789
O (-1.08641, -0.75479, -0.51703)  -0.783
C (1.82404, -2.78571, 0.61035)  0.656
O (0.54689, -2.83481, 0.83907)  -1.031
H (-4.61339, 3.32672, -3.33091)  0.363
H (-5.35507, 3.59299, -1.79286)  0.402
H (-6.04494, 2.34329, -2.71756)  0.360
H (-3.77348, 0.66773, -3.80300)  0.468
H (-2.30319, -0.89929, -4.23153)  0.534
H (-0.72451, -1.68469, -1.92908)  -0.049
H (-0.53928, -2.51308, -4.84870)  0.445
H (-0.93370, -3.75090, -3.68465)  0.333
H (1.35830, -2.46665, -2.49364)  -0.035
H (1.65940, -2.48396, -4.28935)  0.490
H (2.60104, -4.45922, -3.41006)  0.264
H (0.98576, -5.02831, -4.09690)  0.551
H (0.50200, -5.78159, -2.16740)  0.328
H (0.79439, -5.15314, -0.08279)  0.532
H (4.01859, -4.38158, -1.56439)  0.467
H (6.12690, -3.52056, -1.46647)  0.388
H (6.68898, -3.04691, 0.18141)  0.358
H (6.37257, -1.78386, -1.01979)  0.344
H (4.81621, -1.20128, 1.19988)  0.505
H (3.35691, -0.46420, 2.73358)  0.445
H (2.26028, 0.69685, 4.05231)  0.623
H (0.78112, 0.01352, 4.65880)  0.193
H (0.77421, 2.08725, 2.40018)  -0.485
H (0.62310, 2.48045, 4.14134)  0.599
H (-1.54456, 2.43797, 3.34546)  0.665
H (-1.39913, 0.87246, 4.12821)  0.245
H (-2.32454, 2.47370, 1.51755)  0.303
H (-3.85143, 2.77269, -0.11983)  0.432
C (-0.89502, -2.94405, 4.73303)  -1.386
C (-1.94850, -2.33766, 3.84580)  0.430
C (-2.34026, -2.91613, 2.59401)  -0.125
C (-3.35108, -2.30238, 1.82222)  -0.754
C (-4.04341, -1.21609, 2.26318)  -0.475
C (-3.73195, -0.70933, 3.51040)  -0.542
C (-2.74513, -1.27956, 4.29687)  -0.474
H (-1.15622, -3.90511, 5.18032)  0.394
H (-0.68021, -2.23297, 5.55387)  0.381
H (-0.00603, -3.14518, 4.11106)  0.190
H (-1.89383, -3.86689, 2.30583)  0.659
H (-3.53963, -2.76752, 0.87361)  0.488
H (-4.86478, -0.76869, 1.75737)  0.571
H (-4.34774, 0.06499, 3.97003)  0.497
H (-2.67285, -0.96373, 5.33110)  0.565
C (2.62721, 4.90626, -2.29946)  -1.149
N (1.51482, 3.94017, -2.11621)  0.144
C (1.48722, 2.94472, -3.13716)  -0.935
C (0.90575, 3.75160, -0.93739)  -0.375
S (0.33319, 2.18117, -0.50544)  0.001
N (0.81945, 4.83405, -0.12064)  0.237
C (0.63082, 4.69221, 1.32326)  -1.168
C (0.39983, 6.08778, -0.78970)  -1.174
H (3.54955, 4.36362, -2.48510)  0.411
H (2.78723, 5.48708, -1.37975)  0.428
H (2.47143, 5.55015, -3.18218)  0.310
H (1.73134, 3.39310, -4.10867)  0.339
H (0.50151, 2.50437, -3.12819)  0.295
H (2.23135, 2.14500, -3.02354)  0.306
H (1.34937, 3.99101, 1.68704)  0.450
H (-0.38386, 4.36485, 1.59506)  0.263
H (0.86255, 5.67213, 1.80997)  0.498
H (-0.06030, 5.86804, -1.74653)  0.369
H (1.21783, 6.83693, -1.01277)  0.270
H (-0.24720, 6.56775, -0.07661)  0.504

=====

Formula: C7H8
Source: the OMol25 dataset
Level of theory: ωB97M-V/def2-TZVPD

As for the LUMO energy: 0.71 eV. As for the energy above the lowest of the compared OMol25 structures with the same formula, charge and spin: 5.291 eV. As for the structure (SMILES): C[C@H]1C=CC2=C[C@@H]21. Its gap between HOMO and LUMO is 9.12 eV.

Each line ends with the Mulliken charge.
Geometry (Å):
C (-0.50190, -1.85548, -0.12760)  -0.418
C (-1.08845, -0.73976, -0.53979)  -0.443
C (0.85057, -0.81664, 1.80660)  -0.661
C (0.56598, -1.54321, 0.74307)  0.230
C (0.93924, -0.05856, 0.49929)  -0.719
C (-0.37503, 0.54152, -0.00267)  0.587
C (0.04332, 1.68939, -0.94500)  -1.686
H (-0.92069, -2.83048, -0.44335)  0.391
H (-1.99354, -0.47924, -1.04718)  0.362
H (1.38045, -0.88039, 2.73803)  0.340
H (1.91374, 0.14304, 0.17477)  0.466
H (-1.18754, 0.97570, 0.68395)  0.270
H (0.73394, 1.44434, -1.65878)  0.453
H (0.52693, 2.39534, -0.42717)  0.462
H (-0.88702, 2.01443, -1.45417)  0.365

=====

Formula: C3H13MnN2O2
Source: the OMol25 dataset
Level of theory: ωB97M-V/def2-TZVPD

As for the spin multiplicity: 6. As for the total charge: -1. As for the LUMO energy (alpha / beta): 3.34 / 3.04 eV. The expectation value of S² is 8.81. As for the energy above the lowest of the compared OMol25 structures with the same formula, charge and spin: 0.040 eV. Its gap between HOMO and LUMO (alpha / beta) is 3.47 / 4.53 eV.

Each line ends with the Mulliken charge.
Geometry (Å):
C (-1.86016, 1.08446, -3.02782)  -0.892
Mn (0.06106, 1.40645, -1.76176)  -0.371
N (0.73794, -0.67572, -1.88312)  -0.712
H (-1.74706, 1.90392, -2.28862)  0.186
H (1.29197, 1.69705, -0.73153)  0.018
H (-2.43563, 1.57657, -3.82122)  0.414
H (-2.43217, 0.25117, -2.60042)  0.286
H (-0.92259, 0.69526, -3.48553)  0.105
H (0.22703, -1.18428, -1.14246)  0.244
H (1.72593, -0.71212, -1.60402)  0.242
H (0.64712, -1.15866, -2.77455)  0.268
N (-0.17929, -0.98985, 3.23952)  -1.416
C (0.99204, -0.20874, 2.79685)  -1.232
C (0.81846, -0.09116, 1.28478)  0.270
O (1.70901, 0.55379, 0.65619)  -0.452
O (-0.19574, -0.67730, 0.79565)  -0.714
H (-0.75505, -0.43771, 3.87465)  1.051
H (0.11441, -1.80996, 3.77494)  1.197
H (-0.70580, -1.25096, 2.37083)  0.012
H (0.99964, 0.76272, 3.28077)  0.235
H (1.90887, -0.73495, 3.04687)  0.262

=====

These records have largest force on an atom values of 2.255; 5.339; 3.199 eV/Å, in the order they appear.